Entry from the Open Molecules 2025 dataset: C4H8LuO3 as an isolated structure in a non-equilibrium geometry (ωB97M-V/def2-TZVPD).

The geometry in XYZ format:
```
16
Properties=species:S:1:pos:R:3:forces:R:3:lowdin_charge:R:1
H 0.541 -1.982 -1.154 0.1 0.0 0.3 0.15
H 2.517 -1.114 -0.912 0.0 0.4 0.2 0.16
H 3.044 -0.429 0.681 -0.2 0.2 -0.4 0.16
O 1.042 -0.869 0.550 0.6 1.1 0.3 -0.17
C -1.215 -1.400 0.150 2.4 -5.1 -0.5 -0.17
H -1.692 -1.704 1.089 0.5 0.3 -0.1 0.15
H -3.257 0.092 0.862 0.1 0.0 -0.3 0.13
C 0.195 -1.724 -0.147 0.0 2.1 0.9 -0.11
O -1.445 -0.027 -0.147 0.1 -0.3 -0.8 -0.37
H -3.358 -0.132 -0.927 0.1 0.2 0.2 0.13
H -2.851 1.449 -0.237 -0.1 -0.1 0.0 0.11
C -2.822 0.363 -0.108 -1.4 0.3 -0.1 0.00
Lu 0.289 1.240 0.081 -1.5 0.7 0.8 2.13
H -1.024 -2.576 -0.448 -3.5 2.0 -0.1 0.25
C 2.280 -0.388 -0.114 2.0 -2.5 0.3 -0.27
O 2.019 0.860 -0.558 0.8 0.6 -0.7 -0.28
```
Forces are in eV/Å.

Summary:
* net charge: +2
* <S²>: 0.7534
* relative energy (zero: lowest compared OMol25 entry of this formula, charge and spin): 3.158 eV
* lowest unoccupied orbital energy (spin up / spin down): -10.275 / -10.275 eV
* multiplicity: 2

Entry from the Open Molecules 2025 dataset: a 6-piece molecular cluster, C16H36Br4N4O4 overall (ωB97M-V/def2-TZVPD).

The geometry in XYZ format:
```
64
Properties=species:S:1:pos:R:3:forces:R:3:lowdin_charge:R:1
C -9.694 14.191 -9.569 0.1 0.5 0.2 -0.37
H -11.872 17.038 -7.963 -0.1 0.2 0.0 0.02
C -13.257 14.904 -8.959 0.2 -0.3 -0.4 -0.36
O -13.243 13.890 -8.285 -0.1 0.1 0.2 0.01
C -6.351 19.216 -12.581 0.3 0.5 0.1 -0.71
N -6.548 14.932 -4.556 -0.2 0.1 0.5 -0.20
H -8.268 13.937 -5.228 -0.3 0.1 0.2 0.05
H -6.978 20.014 -12.960 0.0 0.0 -0.1 0.05
H -13.355 16.914 -10.504 -0.1 0.0 -0.2 0.09
N -14.186 15.886 -8.897 0.1 -0.2 0.2 -0.20
H -8.753 12.179 -8.427 -0.1 0.1 0.1 0.09
H -7.298 12.756 -12.312 0.2 -0.1 0.0 0.13
H -15.072 17.339 -10.094 0.1 -0.1 -0.4 0.09
C -6.287 15.841 -3.584 0.0 0.1 0.0 -0.34
H -12.484 15.082 -9.727 -0.1 0.1 0.0 0.11
C -7.130 17.975 -12.314 -0.5 -0.1 0.0 -0.73
C -9.731 12.570 -13.011 0.3 -0.4 -0.1 -0.05
H -6.564 14.738 -9.692 0.2 0.5 -0.1 0.10
H -10.495 10.888 -11.007 -0.1 0.0 -0.2 0.09
H -7.255 15.688 -8.336 -0.1 -0.1 0.1 0.06
N -8.964 11.605 -12.238 -0.2 0.2 0.1 -0.20
C -10.729 18.855 -7.543 0.2 0.2 -0.1 -0.71
C -7.583 13.932 -4.379 0.7 -0.4 -0.4 -0.06
O -7.028 11.074 -11.170 0.2 0.2 0.1 0.00
H -10.309 13.318 -9.304 0.0 -0.1 -0.1 0.14
H -9.044 9.904 -11.066 0.0 -0.1 -0.2 0.08
H -7.106 12.941 -4.369 -0.1 0.0 0.1 0.09
C -15.238 15.851 -7.902 -0.2 0.7 -0.2 -0.04
C -7.469 15.194 -9.284 -0.5 -0.7 -0.5 -0.04
H -10.160 9.904 -12.466 -0.1 -0.1 0.0 0.09
C -7.679 11.815 -11.878 -0.4 0.0 -0.1 -0.35
H -6.527 17.129 -12.011 0.1 0.0 0.0 0.05
H -15.127 14.989 -7.259 0.0 -0.1 0.0 0.08
Br -8.088 17.477 -13.936 0.1 -0.1 -0.1 0.62
H -13.769 17.936 -9.107 0.1 -0.1 -0.1 0.08
O -5.330 16.587 -3.557 -0.1 0.0 0.0 0.01
H -8.084 14.053 -3.424 -0.2 0.2 -0.1 0.09
H -10.275 12.001 -13.767 -0.2 0.2 -0.1 0.09
H -9.056 13.257 -13.520 0.0 0.1 0.1 0.08
H -7.953 13.259 -7.277 0.2 0.0 0.0 0.06
H -10.996 19.521 -8.361 -0.2 0.0 0.0 0.06
H -7.089 12.540 -8.703 0.2 0.2 0.2 0.09
Br -5.639 19.881 -10.889 0.1 0.0 0.0 0.62
H -9.706 19.071 -7.248 0.0 0.1 0.0 0.05
H -7.067 15.844 -2.804 0.0 0.0 0.0 0.13
H -15.202 16.772 -7.307 0.1 -0.2 0.1 0.09
H -4.907 15.579 -5.598 0.0 0.0 -0.2 0.09
C -5.596 14.742 -5.619 0.0 -0.3 0.0 -0.04
H -5.041 13.810 -5.462 0.0 0.1 -0.1 0.10
C -8.016 12.979 -8.328 -0.2 -0.6 -0.4 -0.05
N -8.417 14.088 -9.162 0.1 0.1 0.5 -0.19
Br -9.887 16.226 -6.775 0.0 0.1 0.2 0.70
C -10.861 17.430 -7.966 0.1 -0.7 -0.1 -0.67
H -7.904 18.177 -11.580 0.0 -0.2 0.1 0.04
H -10.427 13.132 -12.386 0.0 0.0 0.0 0.08
C -9.716 10.504 -11.674 0.2 0.1 0.4 -0.04
H -7.929 15.906 -9.966 0.3 0.1 -0.1 0.07
H -10.423 17.256 -8.947 0.0 0.0 0.0 0.05
H -6.121 14.670 -6.573 0.1 0.1 0.0 0.06
H -5.500 19.070 -13.237 0.0 -0.1 0.0 0.06
C -14.083 17.074 -9.716 -0.1 0.2 0.7 -0.06
Br -11.857 19.296 -6.037 -0.1 0.0 0.1 0.62
O -10.162 15.167 -10.136 -0.1 0.0 -0.3 -0.04
H -16.213 15.857 -8.398 0.0 -0.2 0.1 0.09
```
Forces are in eV/Å.

Summary:
* relative energy (zero: lowest compared OMol25 entry of this formula, charge and spin): 0.744 eV
* SMILES: CN(C)C=O.CN(C)C=O.CN(C)C=O.CN(C)C=O.BrCCBr.BrCCBr
* lowest unoccupied orbital energy: 0.330 eV

Entry from the Open Molecules 2025 dataset: C5H7NO as an isolated structure in a non-equilibrium geometry (ωB97M-V/def2-TZVPD).

The geometry in XYZ format:
```
14
Properties=species:S:1:pos:R:3:forces:R:3:lowdin_charge:R:1
O -0.779 -0.856 0.798 0.1 0.4 -0.1 0.06
C 0.267 -0.759 -0.034 0.5 3.3 0.7 -0.43
H -1.213 2.457 0.202 0.2 -0.2 -0.2 0.11
H -0.427 1.614 1.556 0.0 0.0 -0.1 0.11
H -2.424 0.153 -0.087 -0.1 0.1 0.1 0.14
H 2.280 -0.945 -0.592 -0.5 -0.4 0.3 0.11
H 0.800 -2.204 -0.220 3.3 -0.2 0.7 0.20
C -0.234 0.162 -1.013 -0.7 0.3 -0.8 -0.25
C -0.636 1.557 0.477 -0.3 0.0 0.3 -0.20
C -1.356 0.273 0.043 -0.9 0.4 0.0 -0.15
C 1.559 -1.262 0.172 -0.9 -3.4 -1.0 0.05
H 1.964 -1.424 1.177 -0.4 0.1 -0.3 0.10
H -0.289 -0.012 -2.086 -0.1 0.1 -0.1 0.14
N 0.508 1.243 -0.384 -0.2 -0.4 0.5 0.03
```
Forces are in eV/Å.

Summary:
* relative energy (zero: lowest compared OMol25 entry of this formula, charge and spin): 6.088 eV
* lowest unoccupied orbital energy (spin up / spin down): 0.922 / 0.922 eV

Entry from the Open Molecules 2025 dataset: an isolated ion of composition C2H6FN2 and charge +1 in a non-equilibrium geometry (ωB97M-V/def2-TZVPD).

The geometry in XYZ format:
```
11
Properties=species:S:1:pos:R:3:forces:R:3:lowdin_charge:R:1
H 1.923 -1.259 0.319 0.1 -0.1 -0.2 0.09
C -1.040 -0.064 0.009 0.7 2.4 -0.9 -0.37
N -0.052 -0.892 0.178 -1.5 -1.4 1.8 0.07
C 1.282 -0.406 0.123 3.8 1.3 -0.4 -0.08
H 1.580 -0.054 -0.929 -0.7 -0.5 1.5 0.13
H 1.726 0.377 0.893 -1.9 -1.3 -1.3 0.15
H -0.246 -1.834 0.666 0.3 2.0 -1.3 0.24
N -0.927 1.261 -0.301 0.4 -3.1 0.6 0.27
H -0.125 1.748 -0.706 -0.4 -0.4 0.4 0.15
F -2.268 -0.460 0.108 0.3 -0.3 0.4 0.23
H -1.852 1.583 -0.359 -1.0 1.6 -0.5 0.12
```
Forces are in eV/Å.

Summary:
* net charge: +1
* relative energy (zero: lowest compared OMol25 entry of this formula, charge and spin): 0.789 eV
* SMILES: CNC(=[NH2+])F
* lowest unoccupied orbital energy: -3.831 eV